ORCA calculation (ωB97M-V/def2-TZVPD) on one molecule with the formula C8H11I2N3O2 at a distorted geometry.

```
26
Properties=species:S:1:pos:R:3:forces:R:3:lowdin_charge:R:1
C -1.63104 3.38883 -0.72703 -2.492 0.343 -0.656 -0.107
N -0.63971 2.99235 0.19496 1.248 -0.896 1.587 -0.189
N -1.01468 1.93366 1.14708 0.497 1.483 -0.726 0.072
C 0.13462 1.12577 1.38427 0.462 0.333 0.247 -0.806
I 0.54968 1.25488 3.66948 0.018 -0.197 -0.541 0.614
O -0.06401 -0.23854 1.21527 -0.186 -0.950 0.612 -0.045
C -0.40604 -0.75876 -0.00870 1.155 -1.326 0.469 -0.498
O -0.97823 -0.18397 -0.89194 -0.584 0.657 -0.469 0.120
N 0.01183 -2.05414 -0.07339 -1.333 2.371 1.087 -0.044
C 0.95374 -2.84452 0.69459 0.514 2.067 -0.685 -0.118
C 0.96798 -3.80536 -0.42670 -2.519 -1.598 -1.452 -0.096
C -0.08438 -2.91701 -1.20998 -2.063 -2.104 3.283 -0.081
C 1.23585 1.68934 0.60527 -0.084 2.719 -1.699 -0.129
C 0.67652 2.77499 -0.07621 0.875 -1.458 0.381 -0.739
I 1.62369 4.01376 -1.46721 -0.157 -0.303 0.394 0.909
H -2.59045 2.88759 -0.47312 0.538 0.395 0.257 0.103
H -1.87601 4.46937 -0.76742 0.523 -0.486 0.312 0.095
H -1.49650 3.03944 -1.73787 0.664 -0.124 -0.470 0.074
H -1.72519 1.43491 0.66851 -0.746 -1.017 -0.251 0.100
H 0.63561 -3.09318 1.66097 -0.383 -0.597 1.328 0.113
H 1.89501 -2.32520 0.68019 0.597 0.251 0.864 0.122
H 1.84494 -3.72231 -0.96716 1.979 -0.667 -0.861 0.084
H 0.61378 -4.82002 -0.23161 0.419 0.108 -0.134 0.117
H 0.18451 -2.41634 -2.03537 1.308 1.306 -3.394 0.074
H -1.13884 -3.28336 -1.33067 0.985 -0.136 -0.032 0.138
H 2.31732 1.45781 0.50380 -1.234 -0.174 0.550 0.118
```
Positions in Å, forces in eV/Å.

Results
**Molar mass**: 435.0 g/mol
**Lowest unoccupied orbital energy**: 0.208 eV
**Energy relative to the best compared isomer or geometry (same formula, charge and spin)**: 0.274 eV
**Frontier orbital gap**: 8.1 eV
**SMILES**: CN1N[C@@](I)(OC(=O)N2CCC2)C=C1I

ORCA calculation (ωB97M-V/def2-TZVPD) on a 3-piece molecular cluster, C41H33NO7P2 overall at a distorted geometry.

```
84
Properties=species:S:1:pos:R:3:forces:R:3:lowdin_charge:R:1
C -1.99156 -5.60004 0.23435 -0.002 -0.043 -0.032 -0.143
C -1.56421 -4.47953 -0.71025 -0.190 0.144 0.154 -0.421
P 0.08571 -3.72262 -0.42489 0.268 0.129 -0.062 0.917
C 1.22603 -4.99499 -1.08925 -0.310 -0.367 0.076 -0.289
C 0.17285 -3.72908 1.42970 0.105 -0.364 0.211 -0.298
C -0.23738 -2.50939 2.00643 0.116 0.100 0.510 -0.370
P -0.92608 -1.22404 0.86026 -0.295 0.093 0.050 0.882
C -1.86018 -0.09002 1.99348 0.170 -0.074 -0.363 -0.286
C 0.60453 -0.24900 0.57373 0.293 -0.117 0.011 -0.292
C -0.14804 -2.30202 3.39613 -0.052 0.044 -0.479 -0.058
C 0.27785 -3.28867 4.26227 0.098 -0.109 -0.004 0.017
C 0.61828 -4.50173 3.70465 -0.168 0.403 -0.082 -0.096
C 0.58655 -4.72759 2.33046 -0.128 0.145 0.034 -0.065
C 0.98245 -6.15871 2.16470 -0.328 -0.295 0.442 -0.329
O 1.40353 -6.77758 1.23956 -0.030 -0.109 -0.341 0.136
N 0.78912 -6.77421 3.47758 1.209 0.668 -0.342 -0.002
O 1.64791 -7.85351 3.69394 -0.400 -0.067 -0.071 0.047
C 1.00167 -5.72814 4.42717 -0.236 -0.436 0.086 -0.357
O 1.41611 -5.86414 5.54114 -0.129 0.023 -0.057 0.157
H -2.28764 -5.18796 1.20103 0.050 -0.052 -0.006 0.072
H -2.84697 -6.14734 -0.16798 0.017 0.044 0.024 0.071
H -1.18966 -6.32148 0.40538 -0.017 -0.010 -0.054 0.056
H -2.26106 -3.63982 -0.63487 -0.075 -0.101 -0.104 0.050
H -1.56849 -4.80627 -1.75266 0.044 -0.005 -0.014 0.076
H 2.18999 -4.99691 -0.58838 0.089 0.117 -0.032 0.038
H 1.35107 -4.72650 -2.14040 0.136 -0.006 0.036 0.034
H 0.82658 -6.00625 -1.03021 0.053 0.005 0.029 0.028
H -1.84639 -0.41024 3.02748 -0.146 0.100 0.126 0.015
H -1.43437 0.91099 1.92656 -0.077 0.015 0.115 0.015
H -2.88999 -0.04498 1.64423 -0.046 0.027 0.122 0.028
H 0.86539 0.39075 1.41885 -0.063 -0.015 0.004 0.044
H 1.43033 -0.94438 0.40738 -0.101 0.153 -0.047 0.004
H 0.48663 0.35508 -0.32588 0.023 0.069 0.030 0.033
H -0.41284 -1.33807 3.80287 -0.012 0.030 0.037 0.091
H 0.33787 -3.13716 5.33147 0.001 0.026 0.004 0.128
H 1.11159 -8.62061 3.46505 0.044 -0.107 0.049 0.118
O -2.62501 3.09310 2.88222 0.027 0.004 0.024 0.096
C -3.27709 4.06210 2.55405 -0.010 -0.013 -0.029 -0.271
C -3.98772 4.89460 3.56568 0.014 0.017 -0.037 -0.082
C -3.87360 4.56218 4.90999 -0.017 0.018 0.069 -0.002
C -4.50825 5.33346 5.86831 -0.001 -0.001 -0.011 -0.056
C -5.25925 6.44062 5.48879 0.006 -0.004 -0.011 -0.055
C -5.38237 6.77237 4.15039 -0.022 0.004 0.074 -0.001
C -4.74956 6.00052 3.18412 0.011 -0.025 -0.031 -0.082
C -4.90883 6.37051 1.74767 0.000 -0.008 -0.003 -0.277
O -5.60501 7.30431 1.41363 0.003 0.014 -0.001 0.109
C -4.17916 5.55001 0.73797 0.009 0.001 0.041 -0.082
C -4.28445 5.88816 -0.60551 0.020 -0.017 -0.070 -0.001
C -3.60526 5.14958 -1.55927 -0.004 -0.002 0.013 -0.054
C -2.81725 4.06955 -1.17641 -0.001 0.004 0.006 -0.053
C -2.71334 3.72553 0.16024 0.012 -0.017 -0.072 0.000
C -3.39399 4.46170 1.12239 -0.025 0.018 0.031 -0.080
H -3.28373 3.70001 5.18833 0.018 -0.011 -0.035 0.119
H -4.41777 5.07414 6.91479 0.001 0.003 0.007 0.108
H -5.74970 7.04487 6.24036 -0.006 -0.002 0.007 0.108
H -5.96670 7.62666 3.83814 0.001 -0.003 -0.041 0.121
H -4.90021 6.73120 -0.88636 -0.011 0.016 0.036 0.121
H -3.68802 5.41455 -2.60492 0.004 0.000 -0.007 0.108
H -2.28472 3.49601 -1.92349 -0.001 -0.004 -0.008 0.109
H -2.10772 2.88621 0.47286 -0.009 -0.003 0.038 0.107
O 1.59254 0.34587 -4.91558 -0.013 0.008 0.012 0.105
C 2.78660 0.36641 -4.70627 0.007 0.001 -0.011 -0.278
C 3.71121 1.13389 -5.59063 0.010 -0.012 0.043 -0.083
C 3.18115 1.84925 -6.65735 0.014 0.046 -0.059 -0.003
C 4.01749 2.58435 -7.47967 0.002 -0.009 0.008 -0.058
C 5.38728 2.60928 -7.24026 -0.006 -0.005 0.010 -0.057
C 5.92164 1.89295 -6.18318 0.006 0.034 -0.068 -0.002
C 5.08708 1.15115 -5.35626 -0.021 -0.028 0.024 -0.082
C 5.68912 0.37684 -4.23176 0.005 0.002 -0.013 -0.278
O 6.88813 0.35989 -4.05467 0.000 0.006 0.011 0.107
C 4.76293 -0.37207 -3.33503 -0.014 0.025 -0.014 -0.083
C 5.29278 -1.07556 -2.25996 -0.025 -0.035 0.054 0.000
C 4.45098 -1.76509 -1.40359 -0.009 -0.007 -0.010 -0.045
C 3.07745 -1.75601 -1.61948 0.024 0.001 -0.036 -0.076
C 2.54416 -1.06248 -2.69157 -0.009 -0.037 0.041 0.001
C 3.38336 -0.36820 -3.55419 0.023 0.015 -0.030 -0.080
H 2.11399 1.82041 -6.82809 -0.014 -0.020 0.033 0.119
H 3.60318 3.14113 -8.30976 0.001 0.007 -0.004 0.107
H 6.03812 3.18887 -7.88145 0.001 0.000 -0.009 0.107
H 6.98463 1.89707 -5.98615 0.003 -0.027 0.031 0.120
H 6.36317 -1.07095 -2.10796 0.013 0.027 -0.029 0.121
H 4.86442 -2.31216 -0.56623 0.000 -0.001 0.007 0.110
H 2.40357 -2.28647 -0.95912 0.081 -0.053 -0.012 0.045
H 1.47651 -1.05415 -2.86687 -0.006 0.015 -0.033 0.120
```
Positions in Å, forces in eV/Å.

Results
**Molar mass**: 713.7 g/mol
**Lowest unoccupied orbital energy**: -1.116 eV
**Frontier orbital gap**: 6.7 eV
**SMILES**: CCP(C)c1c(P(C)C)ccc2c1C(=O)N(O)C2=O.O=C1c2ccccc2C(=O)c2ccccc21.O=C1c2ccccc2C(=O)c2ccccc21

ORCA calculation (ωB97M-V/def2-TZVPD) on C32H31NO4Si2W as an isolated structure.

```
71
Properties=species:S:1:pos:R:3:forces:R:3:lowdin_charge:R:1
W -0.23210 -0.30679 -0.72464 0.160 0.084 -0.009 1.377
O 0.75667 1.21298 3.26678 0.066 -0.125 0.000 0.026
C 0.65364 1.05057 1.91639 0.360 0.252 -0.146 -0.397
O -0.46003 0.32126 1.44726 -0.198 -0.479 -0.114 -0.299
C 1.48676 1.55646 0.99269 -0.123 -0.035 0.346 -0.214
C 2.64039 2.40342 1.23639 0.071 0.042 -0.018 0.004
C 3.36373 2.88600 0.20528 -0.159 -0.139 -0.200 -0.063
C 3.00628 2.55579 -1.16066 0.012 -0.056 0.452 -0.018
C 1.94532 1.72468 -1.32211 -0.091 0.118 -0.539 -0.234
N 1.19996 1.21298 -0.32045 -0.135 -0.090 -0.041 -0.059
C 1.37487 1.29532 -2.62886 0.019 0.106 0.357 -0.421
O 1.92405 1.64896 -3.77075 0.046 0.073 -0.112 0.182
O 0.35010 0.61851 -2.64578 0.004 -0.161 -0.090 -0.042
H 1.31429 0.51487 3.63472 -0.035 -0.005 0.011 0.124
H 2.88666 2.65372 2.25910 0.002 0.006 -0.006 0.114
H 4.21338 3.52992 0.38511 -0.003 0.005 0.034 0.105
H 3.58244 2.96113 -1.97986 -0.017 -0.021 -0.051 0.101
H 2.71266 2.18559 -3.60983 -0.039 -0.020 -0.006 0.117
C -1.95650 -3.51421 0.45722 0.019 0.121 0.065 -0.209
Si -2.30080 -1.89002 -0.46563 0.151 0.288 -0.066 0.486
C -3.10762 -2.32717 -2.12937 0.031 -0.039 0.073 -0.238
C -3.69303 -1.10817 0.58128 -0.048 -0.246 -0.205 -0.297
C -5.01429 -1.46040 0.28627 -0.069 0.027 -0.023 -0.100
C -6.08958 -1.00540 1.03251 0.024 0.099 0.119 -0.081
C -5.86118 -0.17141 2.11894 -0.002 -0.089 -0.113 -0.087
C -4.56011 0.19286 2.42549 -0.123 0.060 0.022 -0.116
C -3.46682 -0.25530 1.66836 0.101 0.152 0.201 -0.258
Si -1.87670 0.28588 2.49512 0.104 0.106 0.031 0.578
C -2.07484 2.07042 3.03661 -0.052 -0.109 -0.015 -0.135
C -1.54281 -0.93553 3.87631 -0.039 0.056 -0.140 -0.125
H -2.81153 -4.19066 0.36464 0.000 -0.002 -0.012 0.032
H -1.81177 -3.32428 1.52506 0.011 0.017 -0.024 0.008
H -1.06755 -4.02469 0.08845 0.014 -0.001 -0.035 0.006
H -3.77578 -3.19091 -2.05844 -0.006 0.002 0.025 0.023
H -2.33657 -2.55969 -2.86619 0.003 0.001 0.009 0.008
H -3.69096 -1.48829 -2.51649 0.036 0.026 0.008 0.026
H -5.21339 -2.11357 -0.55601 0.019 0.008 0.010 0.089
H -7.09894 -1.29967 0.77194 0.003 0.000 -0.001 0.102
H -6.68520 0.19547 2.71769 0.004 -0.001 0.000 0.101
H -4.41035 0.84719 3.27868 0.017 -0.002 -0.026 0.087
H -2.68769 2.13300 3.93783 0.002 0.001 0.004 0.038
H -2.58917 2.63044 2.25299 0.000 0.001 -0.007 0.049
H -1.12672 2.55780 3.25572 -0.036 -0.048 -0.020 0.031
H -2.19266 -0.69480 4.72184 -0.021 0.006 -0.019 0.044
H -0.51812 -0.95458 4.24082 0.034 0.051 -0.009 0.025
H -1.81233 -1.93932 3.54164 0.037 0.009 0.002 0.029
C 0.25348 -1.91499 -1.68897 -0.324 0.025 0.331 -0.283
C 0.54977 -2.95837 -2.34342 0.170 -0.236 -0.009 -0.095
C 0.89260 -4.06133 -3.02851 -0.004 0.220 -0.036 -0.149
C 0.44270 -5.39187 -2.56192 -0.071 -0.039 0.067 -0.191
C -0.87975 -5.59019 -2.16687 0.033 0.020 0.008 -0.033
C -1.30110 -6.82665 -1.70296 0.006 -0.024 0.009 -0.077
C -0.40626 -7.88422 -1.62835 -0.025 -0.009 0.013 -0.093
C 0.91124 -7.69890 -2.02611 0.010 -0.023 -0.002 -0.083
C 1.33210 -6.46513 -2.49426 0.013 -0.027 0.014 -0.042
C 1.70318 -3.95237 -4.25568 0.017 0.000 -0.048 -0.175
C 1.67902 -4.95883 -5.22479 0.003 0.005 -0.013 -0.034
C 2.42321 -4.83970 -6.38812 0.005 -0.002 -0.009 -0.084
C 3.20679 -3.71641 -6.60591 0.016 0.038 -0.010 -0.098
C 3.23828 -2.70879 -5.64922 0.020 0.000 -0.011 -0.087
C 2.49671 -2.82447 -4.48749 -0.009 -0.034 -0.022 -0.027
H -1.57671 -4.76388 -2.23038 0.011 -0.004 -0.003 0.096
H -2.33184 -6.96347 -1.40068 0.004 0.000 0.001 0.103
H -0.73265 -8.84970 -1.26326 -0.002 0.004 -0.007 0.099
H 1.61439 -8.52032 -1.96817 0.002 0.007 -0.001 0.101
H 2.36093 -6.32628 -2.80463 -0.016 0.012 0.020 0.120
H 1.06342 -5.83601 -5.06906 0.012 0.038 -0.017 0.114
H 2.38620 -5.62754 -7.12989 -0.002 0.003 0.000 0.101
H 3.78840 -3.62155 -7.51389 -0.001 -0.016 0.001 0.098
H 3.85189 -1.83081 -5.80950 -0.008 0.000 -0.003 0.099
H 2.52499 -2.04231 -3.73912 -0.014 0.001 0.007 0.105
```
Positions in Å, forces in eV/Å.

Results
**Molar mass**: 733.6 g/mol
**⟨S²⟩**: 2.377
**Lowest unoccupied orbital energy (alpha / beta)**: -0.657 / -0.686 eV
**Energy relative to the best compared isomer or geometry (same formula, charge and spin)**: 0.712 eV
**Frontier orbital gap (alpha / beta)**: 6.1 / 6.0 eV
**Multiplicity**: 3

ORCA calculation (ωB97M-V/def2-TZVPD) on one molecule with the formula C11H13N at a distorted geometry.

```
25
Properties=species:S:1:pos:R:3:forces:R:3:lowdin_charge:R:1
C -2.85113 0.65550 0.00484 -2.279 -1.504 -1.219 -0.060
C -2.95914 -0.80100 -0.12321 2.932 5.429 0.913 -0.068
C -1.69277 -1.37592 -0.07213 -2.300 2.038 -1.000 -0.076
C -0.52294 -0.70911 -0.13244 2.163 -0.808 -0.012 -0.159
C -0.44018 0.66784 -0.35632 -2.140 0.655 -2.333 -0.250
C -1.63447 1.36682 -0.48887 -4.068 -0.888 3.112 -0.014
C 0.85683 1.34087 -0.34647 0.601 -3.992 3.358 -0.171
C 2.00958 0.49512 -0.98759 2.804 1.610 -3.788 -0.162
C 1.87959 -1.00121 -0.85602 -0.601 -4.729 -0.413 -0.199
C 0.83345 -1.40089 0.23141 -1.965 6.546 -1.414 -0.223
N 1.19200 -0.51896 1.41428 -0.513 -0.167 3.162 -0.033
C 1.02194 0.98626 1.26952 1.840 0.186 0.653 -0.151
H -3.95053 1.00898 0.45577 3.195 0.395 -1.884 0.139
H -3.93766 -1.16950 -0.18390 -0.835 -1.252 0.425 0.072
H -1.74640 -2.35420 0.02110 0.598 -4.867 0.363 0.061
H -1.87692 2.43876 -0.57839 1.226 -0.404 -0.082 0.104
H 0.81387 2.35410 -0.09679 0.321 2.036 -1.629 0.114
H 3.01096 0.94552 -0.68647 -1.237 -0.745 -0.046 0.114
H 2.16247 0.38360 -2.29592 -0.819 2.073 3.686 0.174
H 2.67824 -1.82910 -0.54233 -0.308 2.822 -0.855 0.148
H 1.58617 -1.33987 -1.96195 0.050 -0.086 2.819 0.130
H 0.71795 -2.41350 0.39754 0.092 -1.922 0.831 0.111
H 0.62624 -0.77834 2.29831 1.241 0.168 -2.201 0.141
H 0.25906 1.50840 2.00282 0.661 -1.450 -1.894 0.147
H 1.96377 1.53984 1.61319 -0.657 -1.145 -0.552 0.111
```
Positions in Å, forces in eV/Å.

Results
**Molar mass**: 159.2 g/mol
**Lowest unoccupied orbital energy**: 0.878 eV
**Energy relative to the best compared isomer or geometry (same formula, charge and spin)**: 5.842 eV
**Frontier orbital gap**: 8.9 eV
**SMILES**: c1ccc2c(c1)[C@@H]1CC[C@H]2NC1